Record 1
Molecular formula: C33H27BaBr4NO4P2S2
Method: DFT, the ωB97M-V functional and the def2-TZVPD basis

## Properties
- Highest occupied orbital energy: -1.748 eV
- ΔE to the lowest compared entry with this formula, charge and spin: 34.36 kJ/mol
- Gap between HOMO and LUMO: 5.8 eV
- LUMO: 4.003 eV
- Total charge: -2

Geometry as XYZ:
```
74
C33H27BaBr4NO4P2S2 the ωB97M-V functional and the def2-TZVPD basis
Ba 0.19179 -0.52093 0.08913
Br -7.31011 -0.12757 -0.72602
C -5.59655 -0.61647 -0.07111
C -5.45393 -1.65460 0.82372
Br -6.96781 -2.61825 1.43951
C -4.17018 -2.00183 1.28644
Br -3.89426 -3.43518 2.50015
C -3.01223 -1.33441 0.87697
O -1.82431 -1.63895 1.25347
C -3.16906 -0.20453 -0.04294
O -2.10211 0.44303 -0.38632
C -4.45034 0.09157 -0.49332
Br -4.58667 1.50662 -1.75887
N 0.76110 0.33702 2.76189
C 1.24801 1.72163 2.74989
C 2.19639 1.98303 1.56299
O 3.11188 2.79835 1.74044
O 1.92226 1.35664 0.49664
H -0.01255 0.21224 3.40336
H 1.49793 -0.30150 3.04353
H 1.74283 2.03377 3.67305
H 0.38672 2.37617 2.58490
S 2.72504 -2.59045 1.07311
P 1.71528 -3.95804 0.03194
S 0.77819 -3.32696 -1.60833
C 2.84569 -5.34198 -0.40718
C 3.16954 -5.62046 -1.72709
C 4.05059 -6.65146 -2.03135
C 4.61123 -7.41216 -1.01707
C 4.29065 -7.13640 0.30779
C 3.41543 -6.10634 0.60878
C 0.52429 -4.82790 1.11602
C -0.50445 -5.57489 0.54783
C -1.39701 -6.26049 1.35444
C -1.27370 -6.20186 2.73635
C -0.25944 -5.44960 3.30735
C 0.63560 -4.76098 2.49909
H 2.71580 -5.02328 -2.50889
H 4.29796 -6.86117 -3.06527
H 5.29547 -8.21841 -1.25351
H 4.72535 -7.72605 1.10605
H 3.17126 -5.88726 1.64154
H -0.61847 -5.58401 -0.52894
H -2.21300 -6.81451 0.90774
H -1.98903 -6.71752 3.36571
H -0.17825 -5.37674 4.38512
H 1.41213 -4.14187 2.93196
C -0.60593 2.73907 -1.98921
P -0.14091 3.83097 -0.58565
C -1.40024 5.16378 -0.74134
C -2.68572 4.89728 -1.20441
C -3.65763 5.89225 -1.22293
C -3.35927 7.16896 -0.77713
C -2.08189 7.44373 -0.29733
C -1.11837 6.45066 -0.27278
C 1.28994 4.70175 -1.37199
C 2.56592 4.53161 -0.84622
C 3.66024 5.13709 -1.46048
C 3.49193 5.91244 -2.59550
C 2.21809 6.08427 -3.12938
C 1.13071 5.47987 -2.52135
H -1.45439 2.11121 -1.70926
H 0.25291 2.09445 -2.18960
H -0.82722 3.31499 -2.89030
H -2.94368 3.89843 -1.53329
H -4.65185 5.65573 -1.58251
H -4.11530 7.94488 -0.79331
H -1.84003 8.43750 0.06154
H -0.12591 6.67387 0.10296
H 2.73296 3.92232 0.03762
H 4.64725 4.98867 -1.03949
H 4.34655 6.38114 -3.07015
H 2.07690 6.68614 -4.01979
H 0.14000 5.62187 -2.93940
```

Here are the Mulliken charges for atoms 1 to 4, given in e: number 1, Ba, carries 1.7213; number 2, Br, carries -0.2412; number 3, C, carries 0.0374; number 4, C, carries 0.1051

Record 2
Molecular formula: C33H27Cl2N4O2W
Method: DFT, the ωB97M-V functional and the def2-TZVPD basis

## Properties
- Highest occupied orbital energy (spin up / spin down): -16.861 / -16.861 eV
- ΔE to the lowest compared entry with this formula, charge and spin: 0.00 kJ/mol
- Gap between HOMO and LUMO (spin up / spin down): 4.9 / 4.9 eV
- LUMO (spin up / spin down): -11.995 / -11.991 eV
- Total charge: +3

Geometry as XYZ:
```
69
C33H27Cl2N4O2W the ωB97M-V functional and the def2-TZVPD basis
W -0.31040 0.13078 -0.67298
C -1.08725 -1.28433 -3.01860
C 0.29026 -1.80625 -2.69107
C 0.55674 -3.15362 -2.94213
C 1.82553 -3.65989 -2.75536
C 2.84720 -2.86601 -2.22631
C 2.63552 -1.54244 -1.90218
C 3.72597 -0.72810 -1.27869
C 1.35361 -1.00005 -2.20105
N 1.08430 0.35881 -1.94878
C 1.93399 1.50509 -2.12271
O 2.77849 1.60618 -2.94545
C 1.52081 2.49452 -1.07736
C 2.04730 3.75823 -0.88365
C 1.50514 4.54583 0.13344
C 0.45163 4.06187 0.90777
C -0.02235 2.78939 0.64095
N 0.52264 2.03934 -0.31474
C -1.21257 2.12139 1.26069
O -1.71602 2.40907 2.29593
N -1.62989 1.03168 0.42178
C -3.00697 0.58955 0.47314
C -4.02972 1.54648 0.42838
C -3.82950 3.02278 0.25017
C -5.33839 1.07491 0.53872
C -5.62205 -0.27385 0.63272
C -4.59439 -1.20652 0.59797
C -3.27639 -0.78728 0.52386
C -2.18943 -1.81638 0.54587
H -1.77308 -2.12157 -3.14459
H -1.09221 -0.65098 -3.90748
H -1.62420 -0.66861 -2.24179
H -0.23131 -3.79119 -3.31960
H 2.03294 -4.69065 -3.01068
H 3.82097 -3.30556 -2.05438
H 4.41587 -1.38344 -0.75037
H 3.34158 0.00165 -0.56104
H 4.29742 -0.18712 -2.03486
H 2.85102 4.10705 -1.51884
H 1.89318 5.54029 0.31054
H -0.00687 4.64966 1.69243
H -2.82252 3.30621 -0.05457
H -4.06402 3.55716 1.17166
H -4.50484 3.38639 -0.52430
H -6.14938 1.79163 0.52876
H -6.64846 -0.60384 0.71260
H -4.82046 -2.26327 0.64026
H -2.57403 -2.80460 0.29117
H -1.64326 -1.87484 1.48756
H -1.38905 -1.70022 -0.25412
N 4.47722 -3.24480 7.26221
C 3.93657 -2.85968 6.32475
C 3.26792 -2.37978 5.16007
C 3.84364 -2.61365 3.89854
C 3.20784 -2.15326 2.77697
C 1.97814 -1.44777 2.90337
C 1.41038 -1.22286 4.18880
C 2.05394 -1.68734 5.30491
C 1.32939 -0.98669 1.78274
C 0.70385 -0.57192 0.78560
H 4.77735 -3.15379 3.83121
H 3.62561 -2.32327 1.79446
H 0.47486 -0.68675 4.27384
H 1.64429 -1.53085 6.29262
Cl -1.77250 2.08793 -2.47971
C -1.53528 2.38863 -4.27058
Cl -0.00246 1.77421 -4.82840
H -1.57947 3.46759 -4.37039
H -2.36441 1.88873 -4.75969
```

Here are the Mulliken charges for atoms 1 to 4, given in e: number 1, W, carries -2.8758; number 2, C, carries -0.9395; number 3, C, carries 1.0289; number 4, C, carries -1.3043

Question: What is the total charge in the first record?
Answer: -2

Question: Among the records above, which one has the lowest total charge?
Answer: C33H27BaBr4NO4P2S2